(1)
11
Properties=species:S:1:pos:R:3 method="wB97M-V/def2-TZVPD" spin_multiplicity=1 lumo_ev=4.1 homo_lumo_gap_ev=2.50 largest_force_ev_per_a=3.361 homo_ha=0.0583 total_charge=-2
C 1.199 0.754 2.599
O 1.043 2.975 1.166
O 2.247 5.479 0.708
O -0.407 2.824 3.342
Si 0.988 4.683 0.457
P 0.282 2.148 2.224
H 0.650 -0.227 2.845
H 1.802 0.391 1.810
H -0.321 5.073 0.901
H 0.806 4.268 -0.837
H -2.794 -9.130 -4.198

=====

(2)
62
Properties=species:S:1:pos:R:3 method="wB97M-V/def2-TZVPD" s_squared=0.800 spin_multiplicity=2 lumo_ev="-5.8 / -5.3" homo_lumo_gap_ev="5.89 / 6.49" largest_force_ev_per_a=0.949 homo_ha="-0.4277 / -0.4328" total_charge=+1
Tc -0.543 2.293 -0.047
S -0.690 2.967 2.144
C -0.190 4.534 1.613
S -0.260 4.459 -0.144
C 0.266 5.580 2.329
C 0.379 5.472 3.756
N 0.493 5.370 4.892
C 0.672 6.789 1.669
N 0.986 7.757 1.141
S 1.775 1.944 0.038
Sb 1.875 -0.396 0.148
C 3.637 -0.737 1.154
C 4.005 0.078 2.222
C 5.213 -0.157 2.861
C 6.040 -1.185 2.429
C 5.670 -1.989 1.360
C 4.463 -1.769 0.714
C 0.190 -0.969 1.202
C 0.121 -0.568 2.537
C -1.021 -0.840 3.276
C -2.084 -1.510 2.693
C -2.015 -1.916 1.367
C -0.882 -1.642 0.614
C 2.046 -1.255 -1.700
C 2.925 -0.639 -2.593
C 3.075 -1.163 -3.868
C 2.359 -2.289 -4.245
C 1.498 -2.910 -3.352
C 1.335 -2.395 -2.075
H 3.375 0.899 2.548
H 5.512 0.468 3.691
H 6.984 -1.356 2.927
H 6.321 -2.785 1.028
H 4.180 -2.398 -0.121
H 0.944 -0.042 3.008
H -1.080 -0.523 4.308
H -2.971 -1.715 3.275
H -2.842 -2.454 0.920
H -0.846 -1.962 -0.415
H 3.486 0.245 -2.312
H 3.751 -0.691 -4.567
H 2.477 -2.691 -5.241
H 0.959 -3.799 -3.647
H 0.690 -2.910 -1.379
O -5.372 -2.120 -4.005
N -5.799 -1.642 -2.985
O -6.910 -1.781 -2.538
C -4.868 -0.809 -2.197
C -3.592 -0.632 -2.659
C -2.736 0.161 -1.900
C -3.120 0.803 -0.708
O -2.414 1.672 -0.048
C -4.435 0.516 -0.277
C -5.308 -0.244 -1.008
N -4.933 1.040 1.017
O -6.122 1.215 1.101
O -4.115 1.263 1.875
N -1.373 0.268 -2.410
O -0.497 0.833 -1.711
O -1.096 -0.240 -3.469
H -3.267 -1.093 -3.581
H -6.319 -0.406 -0.656

=====

(3)
138
Properties=species:S:1:pos:R:3 method="wB97M-V/def2-TZVPD" spin_multiplicity=1 lumo_ev=-1.9 homo_lumo_gap_ev=6.21 largest_force_ev_per_a=10.135 homo_ha=-0.2998 total_charge=0 smiles="C#CCc1c(OCCNC[C@H](C)O)c(CCc2ccccc2)c2nc(C)c(O)nc2c1C[SH](=O)=O.O=C1C=CC(=O)C=C1.O=C1C=CC(=O)C=C1.O=C1C=CC(=O)C=C1.O=C1C=CC(=O)C=C1.O=C1C=CC(=O)C=C1.O=C1C=CC(=O)C=C1"
C 1.135 -0.973 0.631
C 1.560 -1.860 -0.395
C 2.249 -2.885 -1.500
C 3.278 -2.024 -2.461
C 2.719 -1.185 -3.794
O 1.286 -1.249 -4.116
C 0.624 0.060 -3.987
C -0.921 -0.080 -3.361
N -1.923 0.746 -4.192
C -3.352 0.390 -3.846
C -3.901 1.064 -2.445
C -3.438 0.220 -1.092
O -5.396 0.995 -2.488
C 3.875 -0.388 -4.658
C 3.435 0.449 -6.038
C 3.534 -0.570 -7.360
C 2.845 -2.036 -7.105
C 1.295 -2.241 -7.601
C 0.581 -3.701 -7.387
C 1.355 -4.989 -6.682
C 2.897 -4.790 -6.149
C 3.602 -3.320 -6.386
C 5.494 -0.396 -4.259
N 6.414 0.354 -5.180
C 7.857 0.261 -4.775
C 8.964 1.019 -5.760
C 8.333 -0.572 -3.461
O 9.810 -0.606 -3.193
N 7.468 -1.335 -2.497
C 6.045 -1.213 -2.965
C 4.903 -2.036 -2.063
C 5.410 -2.913 -0.774
S 4.846 -2.276 0.895
O 3.781 -3.288 1.449
O 4.375 -0.802 0.912
H 0.667 -0.368 1.524
H 2.763 -3.789 -0.963
H 1.369 -3.306 -2.148
H 1.248 0.873 -3.413
H 0.451 0.450 -5.102
H -0.886 0.298 -2.254
H -1.260 -1.197 -3.488
H -1.739 0.589 -5.229
H -4.067 0.777 -4.712
H -3.501 -0.777 -3.794
H -3.579 2.201 -2.400
H -2.882 -0.750 -1.486
H -4.328 -0.015 -0.359
H -2.587 0.884 -0.591
H -5.664 1.251 -1.539
H 2.394 0.974 -5.942
H 4.215 1.320 -6.282
H 4.673 -0.750 -7.561
H 2.961 -0.032 -8.227
H 0.736 -1.331 -8.089
H -0.525 -3.830 -7.762
H 0.872 -6.052 -6.530
H 3.493 -5.643 -5.611
H 4.720 -3.212 -6.005
H 9.817 0.263 -6.037
H 8.393 1.253 -6.781
H 9.334 2.046 -5.339
H 10.086 0.343 -3.017
H 4.933 -4.001 -0.892
H 6.578 -3.091 -0.731
H 5.951 -2.380 1.798
O -2.185 6.121 2.725
C -2.912 5.389 2.067
C -3.874 4.478 2.718
C -4.667 3.677 1.999
C -4.615 3.670 0.523
O -5.342 2.938 -0.135
C -3.653 4.581 -0.128
C -2.861 5.382 0.592
H -3.901 4.495 3.801
H -5.377 3.002 2.460
H -3.627 4.564 -1.211
H -2.150 6.057 0.130
O 5.311 -6.825 -5.925
C 5.139 -7.950 -6.372
C 5.558 -8.303 -7.743
C 5.368 -9.532 -8.232
C 4.733 -10.591 -7.422
O 4.562 -11.716 -7.869
C 4.314 -10.238 -6.051
C 4.504 -9.009 -5.562
H 6.023 -7.516 -8.325
H 5.669 -9.807 -9.236
H 3.849 -11.025 -5.470
H 4.204 -8.734 -4.559
O -3.921 4.799 5.822
C -3.158 4.179 6.550
C -1.694 4.313 6.419
C -0.861 3.633 7.213
C -1.369 2.720 8.256
O -0.607 2.100 8.984
C -2.834 2.586 8.387
C -3.666 3.266 7.593
H -1.337 4.987 5.649
H 0.215 3.719 7.129
H -3.191 1.912 9.157
H -4.743 3.180 7.676
O 2.847 4.885 13.520
C 2.703 4.574 12.345
C 1.561 3.750 11.904
C 1.406 3.408 10.621
C 2.369 3.843 9.590
O 2.226 3.532 8.416
C 3.512 4.667 10.031
C 3.666 5.008 11.314
H 0.863 3.440 12.673
H 0.575 2.804 10.281
H 4.210 4.977 9.263
H 4.498 5.613 11.654
O -5.444 1.165 9.883
C -5.360 1.236 11.101
C -4.261 0.578 11.835
C -4.172 0.654 13.166
C -5.167 1.402 13.960
O -5.084 1.473 15.179
C -6.266 2.060 13.227
C -6.355 1.984 11.896
H -3.539 0.034 11.238
H -3.373 0.176 13.719
H -6.989 2.604 13.824
H -7.154 2.462 11.342
O -8.184 3.999 -4.894
C -8.631 2.862 -4.965
C -9.946 2.591 -5.577
C -10.434 1.349 -5.652
C -9.678 0.195 -5.127
O -10.125 -0.942 -5.197
C -8.363 0.465 -4.514
C -7.875 1.707 -4.439
H -10.488 3.448 -5.959
H -11.397 1.133 -6.098
H -7.821 -0.392 -4.133
H -6.912 1.923 -3.994

=====

(4)
10
Properties=species:S:1:pos:R:3 method="wB97M-V/def2-TZVPD" spin_multiplicity=1 lumo_ev="0.2 / 0.2" homo_lumo_gap_ev="8.08 / 8.08" largest_force_ev_per_a=5.363 homo_ha="-0.2895 / -0.2896" total_charge=0
C -1.322 0.007 -1.553
C 0.068 1.049 -0.135
C 0.181 -0.376 0.235
N -0.841 -0.899 -0.688
S -2.228 0.106 -2.897
H 0.906 1.539 -0.499
H -0.635 1.416 0.555
H 1.127 -0.845 -0.184
H 0.067 -0.663 1.216
H -1.177 -1.821 -0.713

=====

(5)
17
Properties=species:S:1:pos:R:3 method="wB97M-V/def2-TZVPD" s_squared=2.007 spin_multiplicity=3 lumo_ev="0.7 / -3.0" homo_lumo_gap_ev="5.94 / 6.62" largest_force_ev_per_a=3.205 homo_ha="-0.1928 / -0.3531" total_charge=0
C -1.420 1.319 -0.264
C 0.286 -1.817 0.475
C -0.717 0.288 0.699
C -0.076 1.724 -0.856
C 0.721 0.730 0.215
N -0.966 -1.121 0.329
O 1.896 -0.945 -1.519
O 2.795 -0.842 0.714
S 1.001 2.461 0.378
S 1.668 -0.757 -0.123
H -2.145 0.865 -1.008
H -1.864 2.179 0.204
H 0.389 -2.047 1.525
H 0.280 -2.811 -0.107
H -0.727 0.134 1.839
H 0.114 1.970 -1.873
H -1.235 -1.330 -0.627

=====

(6)
12
Properties=species:S:1:pos:R:3 method="wB97M-V/def2-TZVPD" spin_multiplicity=1 lumo_ev=0.3 homo_lumo_gap_ev=9.19 largest_force_ev_per_a=2.273 homo_ha=-0.3252 total_charge=0 smiles="COC(=S)CS"
C 1.580 1.144 -0.350
O 0.329 0.630 0.107
C 0.110 -0.683 0.067
S 1.168 -1.818 -0.429
C -1.278 -0.996 0.577
S -2.576 -0.342 -0.555
H 1.583 2.212 -0.179
H 2.351 0.683 0.345
H 1.808 0.875 -1.382
H -1.402 -0.619 1.578
H -1.401 -2.089 0.579
H -2.274 1.003 -0.357

=====

(7)
33
Properties=species:S:1:pos:R:3 method="wB97M-V/def2-TZVPD" spin_multiplicity=1 lumo_ev=-2.8 homo_lumo_gap_ev=9.59 largest_force_ev_per_a=0.557 homo_ha=-0.4542 total_charge=+1
Rb -10.854 -1.951 27.663
C -14.573 -1.514 29.144
O -13.984 -1.473 27.861
C -14.295 -0.252 27.200
C -13.550 -0.137 25.898
N -12.130 0.150 26.116
C -11.386 0.499 24.913
C -10.054 1.116 25.271
O -9.205 0.103 25.805
C -7.887 0.576 25.995
H -15.656 -1.349 29.093
H -14.171 -0.734 29.806
H -14.375 -2.491 29.576
H -14.025 0.592 27.858
H -15.379 -0.200 27.059
H -13.988 0.681 25.308
H -13.678 -1.064 25.335
H -12.072 0.951 26.741
H -11.938 1.197 24.270
H -11.133 -0.395 24.338
H -10.141 1.925 26.010
H -9.611 1.552 24.368
H -7.450 0.888 25.042
H -7.290 -0.232 26.417
H -7.838 1.411 26.704
C -9.929 -4.834 25.401
O -10.728 -3.952 25.737
N -9.443 -5.747 26.298
N -9.511 -4.973 24.118
H -9.722 -5.686 27.259
H -8.646 -6.329 26.107
H -9.872 -4.354 23.418
H -8.858 -5.694 23.872

=====

(8)
8
Properties=species:S:1:pos:R:3 method="wB97M-V/def2-TZVPD" spin_multiplicity=1 lumo_ev="-1.5 / -4.4" homo_lumo_gap_ev="9.64 / 4.78" largest_force_ev_per_a=6.778 homo_ha="-0.4091 / -0.3366" total_charge=0
C 2.041 -0.138 -0.010
O 1.388 -0.451 -0.981
O -3.392 -0.986 -0.979
F 2.233 -1.051 1.017
F 1.542 0.976 0.810
S -3.181 -0.287 0.275
Br -3.883 1.764 0.103
H 3.252 0.174 -0.235

=====

no.,E_tot (eV)
1,-24425.7659
2,-92320.1585
3,-115262.3122
4,-15513.9474
5,-32546.6066
6,-26925.5664
7,-18831.3792
8,-91457.0000